Computed, not measured: a molecular structure, C45H49N4OOsP2S2Si2, with the ωB97M-V functional and the def2-TZVPD basis.

Values from the calculation:
Kohn-Sham gap (spin up / spin down) in eV: 5.92 / 5.85
Net charge: +1
Energy relative to the best compared isomer or geometry (same formula, charge and spin) in eV: 0.614
Energy in eV: -113936.28067

```
106
C45H49N4OOsP2S2Si2 (the ωB97M-V functional and the def2-TZVPD basis)
Os -0.155 0.568 1.067
C -2.196 -2.993 -0.238
Si -1.473 -2.680 1.453
C -0.764 -4.293 2.080
C -2.773 -2.052 2.624
N -0.139 -1.515 1.396
P 1.315 -1.654 0.685
C 1.688 0.015 0.550
P 1.939 1.439 -0.360
N 0.437 2.059 -0.196
Si -0.533 3.380 -0.876
C -1.462 2.770 -2.370
C -1.699 3.972 0.446
C 0.651 4.765 -1.299
C 2.501 1.121 -2.037
C 2.210 1.970 -3.102
C 2.688 1.681 -4.370
C 3.470 0.552 -4.578
C 3.773 -0.292 -3.519
C 3.288 -0.010 -2.252
C 3.159 2.529 0.397
C 2.750 3.368 1.435
C 3.674 4.172 2.082
C 5.009 4.142 1.696
C 5.418 3.316 0.659
C 4.495 2.512 0.005
C 2.531 -2.519 1.691
C 2.242 -2.785 3.026
C 3.212 -3.344 3.847
C 4.470 -3.629 3.339
C 4.766 -3.354 2.009
C 3.802 -2.797 1.186
C 1.205 -2.491 -0.902
C 1.633 -3.806 -1.072
C 1.428 -4.453 -2.283
C 0.786 -3.794 -3.321
C 0.341 -2.488 -3.151
C 0.547 -1.839 -1.948
H -3.117 -3.574 -0.133
H -1.515 -3.570 -0.869
H -2.441 -2.063 -0.754
H -1.532 -5.069 2.010
H -0.443 -4.241 3.122
H 0.086 -4.629 1.479
H -3.619 -2.746 2.605
H -3.141 -1.068 2.333
H -2.413 -2.001 3.653
H -1.953 1.824 -2.133
H -0.824 2.619 -3.242
H -2.236 3.492 -2.647
H -2.610 3.375 0.479
H -1.973 5.014 0.263
H -1.238 3.919 1.436
H 1.531 4.454 -1.868
H 1.010 5.259 -0.394
H 0.125 5.515 -1.896
H 1.603 2.852 -2.949
H 2.452 2.337 -5.197
H 3.841 0.329 -5.569
H 4.377 -1.175 -3.683
H 3.503 -0.679 -1.428
H 1.703 3.400 1.714
H 3.353 4.836 2.875
H 5.729 4.777 2.196
H 6.455 3.307 0.350
H 4.812 1.879 -0.815
H 1.255 -2.561 3.410
H 2.981 -3.566 4.881
H 5.224 -4.071 3.977
H 5.748 -3.579 1.613
H 4.034 -2.589 0.148
H 2.122 -4.332 -0.261
H 1.763 -5.474 -2.411
H 0.623 -4.302 -4.263
H -0.170 -1.978 -3.956
H 0.181 -0.827 -1.812
C -7.154 -1.264 -4.221
C -8.531 -0.817 -3.806
O -9.519 -1.003 -4.459
S -8.738 0.061 -2.247
C -7.085 0.191 -1.612
C -6.629 -0.721 -0.665
C -5.348 -0.614 -0.154
C -4.499 0.411 -0.580
C -4.968 1.333 -1.519
C -6.252 1.228 -2.024
C -3.169 0.507 -0.054
C -2.043 0.542 0.400
H -7.264 -1.961 -5.048
H -6.610 -1.722 -3.398
H -6.583 -0.396 -4.556
H -7.284 -1.517 -0.335
H -4.990 -1.323 0.582
H -4.318 2.135 -1.845
H -6.618 1.950 -2.742
S -0.998 0.881 3.191
C 0.409 1.255 4.118
N 1.659 1.080 3.633
C 2.764 1.365 4.347
C 2.626 1.831 5.619
C 1.310 1.962 6.090
N 0.241 1.688 5.373
H 1.756 0.707 2.665
H 3.709 1.198 3.848
H 3.481 2.073 6.231
H 1.125 2.305 7.103
```

Mulliken population analysis, charges in e, atoms 1 to 2:
1 Os 2.97
2 C -0.80

Computed, not measured: a gas-phase ion, C22H32N3O2 (charge +1), with the ωB97M-V functional and the def2-TZVPD basis.

Values from the calculation:
Kohn-Sham gap in eV: 8.19
Net charge: +1
Structure (SMILES): CC(C)(C)c1ccc(OC[C@H](O)CN2CC[NH+](c3ccccn3)CC2)cc1
Energy relative to the best compared isomer or geometry (same formula, charge and spin) in eV: 1.318
Energy in eV: -31892.48380

```
59
C22H32N3O2 (the ωB97M-V functional and the def2-TZVPD basis)
C -1.652 5.879 -2.124
C -2.192 4.449 -2.059
C -3.724 4.509 -2.146
C -1.633 3.671 -3.260
C -1.798 3.734 -0.777
C -1.040 4.331 0.226
C -0.697 3.644 1.373
C -1.106 2.329 1.563
O -0.704 1.745 2.747
C -0.882 0.370 2.924
C 0.098 -0.432 2.048
O -0.197 -1.828 2.073
C 1.552 -0.138 2.474
N 2.602 -0.710 1.670
C 2.693 -0.350 0.286
C 1.858 -1.280 -0.637
N 1.541 -2.540 0.083
C 0.985 -3.542 -0.827
C -0.296 -4.027 -0.643
C -0.745 -4.977 -1.555
C 0.098 -5.381 -2.577
C 1.366 -4.819 -2.657
N 1.797 -3.915 -1.796
C 2.752 -3.025 0.782
C 3.075 -2.050 1.935
C -1.870 1.719 0.578
C -2.204 2.421 -0.568
H -2.046 6.483 -1.310
H -0.565 5.892 -2.087
H -1.960 6.339 -3.059
H -4.161 3.515 -2.176
H -4.128 5.034 -1.284
H -4.025 5.040 -3.046
H -2.036 2.663 -3.305
H -0.548 3.606 -3.196
H -1.892 4.180 -4.185
H -0.704 5.349 0.127
H -0.115 4.117 2.148
H -0.675 0.186 3.984
H -1.912 0.054 2.710
H -0.052 -0.123 1.009
H -0.245 -2.121 2.992
H 1.699 -0.471 3.504
H 1.669 0.950 2.463
H 3.746 -0.409 -0.005
H 2.369 0.683 0.160
H 2.422 -1.547 -1.533
H 0.918 -0.818 -0.944
H 0.831 -2.337 0.830
H -0.919 -3.682 0.168
H -1.737 -5.389 -1.461
H -0.219 -6.115 -3.299
H 2.066 -5.094 -3.433
H 3.560 -3.078 0.052
H 2.565 -4.030 1.163
H 4.165 -2.025 2.068
H 2.640 -2.408 2.868
H -2.236 0.709 0.688
H -2.806 1.917 -1.309
```

Mulliken population analysis, charges in e, atoms 1 to 2:
1 C -2.15
2 C 2.12

Computed, not measured: a molecular structure, C18H21CrNO5Si, with the ωB97M-V functional and the def2-TZVPD basis.

Values from the calculation:
Kohn-Sham gap (spin up / spin down) in eV: 7.50 / 7.04
2S+1: 2
Net charge: -1
Energy relative to the best compared isomer or geometry (same formula, charge and spin) in eV: 0.244
Energy in eV: -67034.59580
Expectation value of S²: 0.7655

```
47
C18H21CrNO5Si (the ωB97M-V functional and the def2-TZVPD basis)
Cr 0.501 -0.836 -0.412
O 4.848 -4.684 1.499
C 3.907 -3.798 1.070
C 4.250 -2.651 0.357
C 3.225 -1.808 -0.025
N 1.977 -2.069 0.306
C 1.624 -3.196 0.898
C 2.571 -4.104 1.323
C 0.111 -3.349 0.870
O -0.446 -4.287 1.398
O -0.444 -2.376 0.205
C 3.289 -0.609 -0.956
O 4.347 -0.168 -1.352
O 2.095 -0.187 -1.253
H 5.718 -4.367 1.239
H 5.271 -2.424 0.074
H 2.283 -5.028 1.803
C -1.599 0.848 -5.646
Si -2.171 -0.494 -4.455
C -1.702 -2.179 -5.151
C -4.044 -0.398 -4.282
C -1.377 -0.274 -2.832
C -0.871 -0.117 -1.727
H -2.133 0.790 -6.598
H -0.530 0.753 -5.846
H -1.769 1.837 -5.215
H -2.189 -2.364 -6.112
H -1.995 -2.970 -4.458
H -0.622 -2.245 -5.295
H -4.536 -0.453 -5.257
H -4.336 0.537 -3.801
H -4.414 -1.219 -3.665
C -0.154 0.887 4.620
C 0.933 1.386 3.658
C 2.313 1.147 4.283
C 0.741 2.890 3.413
C 0.820 0.664 2.382
C 0.730 0.065 1.330
H -0.070 1.397 5.584
H -0.055 -0.187 4.783
H -1.144 1.075 4.207
H 2.400 1.683 5.233
H 3.101 1.494 3.613
H 2.469 0.083 4.467
H 0.830 3.445 4.352
H -0.242 3.081 2.982
H 1.492 3.260 2.714
```

Mulliken population analysis, charges in e, atoms 1 to 2:
1 Cr -0.25
2 O -0.53

Computed, not measured: a molecular structure, C19H43IrO2P3 at a distorted geometry, with the ωB97M-V functional and the def2-TZVPD basis.

Values from the calculation:
Kohn-Sham gap (spin up / spin down) in eV: 7.25 / 3.20
2S+1: 6
Net charge: +4
Energy relative to the best compared isomer or geometry (same formula, charge and spin) in eV: 0.658
Energy in eV: -55153.06684
Expectation value of S²: 8.7805

```
68
C19H43IrO2P3 (the ωB97M-V functional and the def2-TZVPD basis)
Ir 0.594 0.348 -0.635
P 1.782 1.136 1.195
P -0.761 2.219 -0.379
P 2.499 -0.349 -1.617
H -2.403 -2.967 1.885
C -1.462 -3.511 1.798
C -0.408 -3.321 2.619
H -0.438 -2.605 3.460
C 0.795 1.231 2.753
C 2.665 2.756 1.227
C 3.190 0.160 1.957
C -2.475 1.616 -0.554
C -0.957 3.345 1.064
C -0.389 3.295 -1.817
C 3.070 -1.906 -0.835
C 3.975 0.724 -1.676
C 2.224 -0.828 -3.331
H -1.425 -4.291 1.038
H 0.561 -3.787 2.419
H 0.015 0.460 2.772
H 0.339 2.206 2.912
H 1.453 1.058 3.610
H 2.011 3.599 1.018
H 3.487 2.761 0.511
H 3.098 2.914 2.223
H 2.910 -0.892 2.126
H 3.394 0.598 2.948
H 4.120 0.211 1.380
H -3.114 2.404 -0.958
H -2.870 1.326 0.426
H -2.513 0.756 -1.229
H -1.590 4.195 0.779
H 0.002 3.730 1.414
H -1.473 2.820 1.875
H -0.988 4.197 -1.642
H -0.675 2.787 -2.749
H 0.680 3.549 -1.860
H 3.538 -2.511 -1.628
H 2.194 -2.427 -0.422
H 3.788 -1.699 -0.030
H 4.536 0.426 -2.583
H 4.606 0.584 -0.782
H 3.707 1.787 -1.769
H 3.174 -1.184 -3.745
H 1.868 0.029 -3.908
H 1.463 -1.613 -3.388
C -1.371 -0.872 -3.011
C -2.572 -0.496 -3.729
C -3.053 -1.245 -4.798
C -2.434 -2.455 -5.151
C -1.460 -2.973 -4.299
C -0.991 -2.244 -3.208
O -0.640 0.001 -2.351
H 0.964 -0.577 0.665
H -3.089 0.421 -3.451
H -3.903 -0.905 -5.388
H -2.748 -3.004 -6.044
H -1.069 -3.976 -4.492
H -0.286 -2.671 -2.497
C -3.059 -1.425 4.157
C -2.638 -0.129 4.809
O -2.391 0.857 3.807
H -3.907 -1.260 3.486
H -3.362 -2.141 4.925
H -2.260 -1.893 3.575
H -3.432 0.215 5.485
H -1.723 -0.295 5.393
H -2.370 1.726 4.245
```

Mulliken population analysis, charges in e, atoms 1 to 2:
1 Ir 0.98
2 P 0.50

no.,M (g/mol)
1,1034.40
2,370.52
3,411.45
4,588.69